1.
Formula: C2H5N3O2
Source: the Open Molecules 2025 dataset
Level of theory: ωB97M-V/def2-TZVPD

```
! RIJCOSX wB97M-V def2-TZVPD def2/J DEFGRID3
* xyz 0 1
N 0.17328 0.04242 -1.20642
N 1.07787 -0.45927 -0.29357
N -0.75775 0.95315 -0.64292
C -1.64727 -0.04664 -0.08268
C 1.47728 0.10619 0.90665
O -1.68442 -0.23704 1.13412
O 1.36754 1.27072 1.18179
H -0.77879 -0.83201 -1.19424
H 1.45655 -1.36243 -0.54602
H -0.36527 1.59877 0.03807
H -2.43129 -0.43281 -0.75910
H 2.11228 -0.60105 1.46432
*
```

Properties
LUMO, eV: -0.01

natural (NBO) atomic charges, in units of e: N -0.180; N -0.495; N -0.529; C 0.405; C 0.514; O -0.526; O -0.595; H 0.298; H 0.397; H 0.412; H 0.175; H 0.126


2.
Formula: H29O14
Source: the Open Molecules 2025 dataset
Level of theory: ωB97M-V/def2-TZVPD

```
! RIJCOSX wB97M-V def2-TZVPD def2/J DEFGRID3
* xyz 1 1
O -0.74376 -0.70849 1.04922
H -2.43133 1.47524 0.75987
O 2.57840 2.71166 1.97648
H 2.78194 2.85980 -0.25414
H -2.35220 -2.34856 3.82312
O 1.69598 -1.95406 2.65659
H -1.54832 -3.05130 -3.96395
H 1.88118 -2.89052 2.46496
O 1.99723 2.89843 -0.98231
H 1.86039 0.99699 -1.41857
H 2.30573 3.51754 -1.75342
O 0.18000 -0.86067 -3.25110
H 0.98868 -0.40195 -2.97628
H 0.53314 -1.36611 -4.01671
O 0.26404 4.10030 2.08321
H -1.16523 -1.08716 4.14029
H -1.67761 -2.14772 -2.63241
O -0.77108 -3.11168 -0.45943
H -0.48719 -3.41080 -1.41462
H 3.22846 3.36802 2.30122
O -1.67294 -0.31130 -1.15257
H -1.86208 -1.25960 -0.62269
H -0.13912 3.32819 1.69450
O 1.08322 0.51011 -1.13527
H -0.86253 -1.68094 0.68632
H -0.03103 -1.15649 1.67461
O -1.59704 1.69932 0.26710
H 3.11803 -3.84804 -0.54077
H 1.92722 -1.82697 3.57275
O -1.26419 -2.91330 -3.13999
H 0.52952 4.80036 1.46477
H -4.42116 2.55576 -1.23952
O -3.50927 2.76998 -0.92365
H 0.80075 0.76907 -0.16588
H -2.98120 3.06764 -1.72445
O 3.60160 -2.87848 -0.38671
H 1.97220 3.23733 1.54819
H 3.15521 -2.54459 0.48869
O -2.11542 -1.45450 4.23137
H -1.27670 0.70047 -0.63834
H -0.68251 -0.30452 -1.59570
H -2.23921 1.98258 -0.57792
H -0.65181 -3.83103 0.08314
*
```

Properties
LUMO, eV: -2.93

natural (NBO) atomic charges, in units of e: O -1.005; H 0.514; O -0.943; H 0.510; H 0.489; O -0.961; H 0.484; H 0.478; O -1.008; H 0.518; H 0.495; O -0.968; H 0.490; H 0.494; O -0.958; H 0.491; H 0.494; O -1.003; H 0.543; H 0.475; O -0.974; H 0.579; H 0.489; O -1.018; H 0.474; H 0.504; O -0.914; H 0.466; H 0.493; O -0.965; H 0.482; H 0.519; O -0.943; H 0.518; H 0.500; O -0.936; H 0.467; H 0.471; O -0.979; H 0.560; H 0.590; H 0.503; H 0.484


3.
Formula: C5H32NO13
Source: the Open Molecules 2025 dataset
Level of theory: ωB97M-V/def2-TZVPD

```
! RIJCOSX wB97M-V def2-TZVPD def2/J DEFGRID3
* xyz -1 1
O -1.52040 0.33910 -1.53600
C -0.62078 -0.32075 -1.07803
C -0.39757 -0.40079 0.47662
C -1.68911 -0.54230 1.24116
C -2.33634 -1.92466 1.13031
N 0.29242 0.83131 0.78331
C 1.74383 0.73453 0.96192
O 2.33747 -0.17730 0.04615
H 0.19618 -0.85301 -1.59413
H 0.26231 -1.26109 0.56978
H -1.39059 -0.53149 2.30456
H -2.42660 0.25487 1.13504
H -1.57716 -2.71296 1.21317
H -3.05026 -2.23293 1.89528
H -2.87556 -2.08576 0.19156
H 0.06079 1.58845 0.14890
H 2.30523 1.66479 0.96202
H 1.90363 0.15856 1.88046
H 2.08896 -3.15527 0.44547
H 2.47120 -2.01807 1.41099
O 2.18674 -2.93734 1.37893
H -2.39751 2.70179 -0.68885
H -3.38230 3.50438 0.10396
O -2.74265 3.59093 -0.59894
H 0.37677 -0.13587 3.03803
H 0.34471 -1.37571 3.94816
O 0.03357 -0.45730 3.87738
H 1.12121 -3.64573 -1.57173
H 2.31115 -2.70420 -1.71653
O 2.00350 -3.50182 -1.21811
H 1.97093 1.74018 -2.99381
H 0.77854 2.29586 -3.96202
O 1.25574 2.45723 -3.14624
H -1.12777 3.01377 1.72187
H -1.85249 4.09248 1.06731
O -1.84434 3.62833 1.92467
H 2.59280 0.30263 -0.85657
H 3.55739 0.80993 -2.13903
O 2.61745 0.60278 -2.23860
H -3.44740 0.94917 -0.73349
H -3.76811 0.99424 -2.12507
O -4.22090 1.13348 -1.28441
H 0.81701 -3.38643 3.04241
H -0.65294 -2.97935 2.69310
O -0.06266 -3.21569 3.40398
H 0.54777 2.57333 -1.60859
H -0.27459 3.82417 -1.25575
O 0.07494 3.02159 -0.86392
H 2.82683 -0.83573 -2.83698
H 1.90071 -1.64092 -3.75024
O 2.67825 -1.77542 -3.19942
*
```

Properties
LUMO, eV: 2.68

natural (NBO) atomic charges, in units of e: O -0.605; C 0.470; C -0.174; C -0.445; C -0.608; N -0.691; C 0.094; O -0.841; H 0.134; H 0.229; H 0.255; H 0.205; H 0.175; H 0.215; H 0.203; H 0.415; H 0.181; H 0.128; H 0.503; H 0.485; O -1.018; H 0.486; H 0.478; O -0.952; H 0.468; H 0.490; O -0.965; H 0.463; H 0.518; O -0.978; H 0.518; H 0.464; O -1.029; H 0.479; H 0.478; O -0.971; H 0.500; H 0.447; O -1.154; H 0.471; H 0.471; O -0.944; H 0.507; H 0.475; O -0.974; H 0.516; H 0.484; O -1.013; H 0.512; H 0.458; O -1.013